Entry 1:
35
Properties=species:S:1:pos:R:3:lowdin_charge:R:1 method="wB97M-V/def2-TZVPD" largest_force_ev_per_a=3.24 homo_energy_ev=-9.50 homo_lumo_gap_ha=0.37506
C -2.61 2.40 0.55 -0.158
C -1.36 1.48 0.95 -0.294
Si -0.72 0.71 -0.69 0.553
N -0.07 -0.89 -0.32 -0.081
O 0.43 1.83 -1.34 -0.083
C 1.40 2.04 -0.48 -0.410
N 2.27 2.13 0.24 0.178
H -2.74 2.38 -0.56 0.031
H -3.52 2.00 1.03 0.067
H -2.36 3.43 0.84 0.068
H -0.58 2.11 1.44 0.060
H -1.68 0.63 1.59 0.068
H -1.90 0.53 -1.54 0.023
H -0.05 -0.96 0.71 0.030
H -0.79 -1.55 -0.60 0.025
C 0.00 -2.25 -3.43 -0.021
C -1.22 -2.02 -4.28 -0.502
O -2.01 -1.14 -4.03 0.055
C -1.42 -2.94 -5.46 -0.026
H 0.01 -1.51 -2.62 0.032
H -0.03 -3.25 -2.99 0.091
H 0.90 -2.12 -4.03 0.091
H -1.51 -3.97 -5.12 0.085
H -0.58 -2.85 -6.15 0.085
H -2.33 -2.66 -5.98 0.082
C 2.84 0.68 3.07 -0.029
C 1.68 0.78 4.03 -0.497
O 0.56 1.04 3.64 0.054
C 1.97 0.54 5.49 -0.027
H 2.49 0.88 2.06 0.025
H 3.60 1.42 3.33 0.090
H 3.26 -0.32 3.11 0.086
H 2.69 1.27 5.85 0.084
H 2.36 -0.47 5.63 0.083
H 1.05 0.64 6.06 0.080

***

Entry 2:
10
Properties=species:S:1:pos:R:3:lowdin_charge:R:1 method="wB97M-V/def2-TZVPD" charge=-1 relative_energy_ev=7.083 largest_force_ev_per_a=5.18 homo_energy_ev="-1.51 / -1.52" homo_lumo_gap_ha="0.21360 / 0.21372"
C 1.08 -0.19 -0.36 -0.163
C 0.31 0.14 -1.37 -0.063
N -1.78 -0.33 1.49 -0.623
O -0.48 -0.40 1.75 -0.378
Cl -2.35 1.40 1.28 0.075
H 1.32 -1.22 -0.26 0.050
H 1.92 0.51 -0.02 0.097
H 0.08 -0.41 0.84 -0.013
H 0.19 1.09 -1.54 -0.006
H -0.29 -0.58 -1.81 0.023

***

Entry 3:
57
Properties=species:S:1:pos:R:3:lowdin_charge:R:1 method="wB97M-V/def2-TZVPD" largest_force_ev_per_a=1.72 homo_energy_ev="-8.05 / -8.02" spin_multiplicity=2 homo_lumo_gap_ha="0.25329 / 0.20704"
La 10.43 9.71 9.63 0.968
S 13.33 10.04 8.56 0.618
C 14.69 9.14 9.36 -0.618
C 15.98 9.09 8.76 -0.275
N 16.99 8.94 8.21 0.181
C 14.31 8.32 10.40 -0.762
S 12.72 8.25 11.05 0.456
C 15.33 7.36 10.82 -0.238
N 16.13 6.54 11.00 0.181
N 7.83 12.26 9.63 0.005
C 7.00 13.00 8.88 -0.075
C 7.61 13.19 7.67 -0.045
C 8.79 12.47 7.75 -0.161
N 8.95 11.90 8.94 -0.105
H 7.70 11.85 10.53 0.144
H 6.05 13.36 9.24 0.132
H 7.23 13.73 6.81 0.110
H 9.53 12.40 6.97 0.100
C 17.95 12.26 10.20 -0.064
C 17.39 12.94 9.10 -0.056
C 16.01 12.98 8.95 -0.098
C 15.19 12.40 9.89 -0.324
C 15.74 11.75 10.98 -0.133
C 17.13 11.71 11.16 -0.063
Ge 13.30 11.99 9.58 0.781
C 12.21 12.38 11.22 -0.255
C 10.93 12.07 11.64 -0.201
C 10.34 12.58 12.77 -0.085
C 11.00 13.47 13.58 -0.056
C 12.27 13.85 13.17 -0.065
C 12.86 13.31 12.05 -0.113
C 12.36 12.99 8.13 -0.314
C 12.44 12.58 6.81 -0.137
C 11.75 13.24 5.80 -0.089
C 11.00 14.36 6.08 -0.087
C 10.98 14.81 7.40 -0.090
C 11.62 14.13 8.42 -0.112
H 19.03 12.18 10.28 0.106
H 18.05 13.40 8.39 0.100
H 15.60 13.43 8.07 0.098
H 15.13 11.29 11.76 0.114
H 17.53 11.22 12.01 0.102
H 10.22 11.51 11.06 -0.045
H 9.36 12.16 13.04 0.115
H 10.58 13.85 14.51 0.118
H 12.88 14.56 13.73 0.114
H 13.88 13.59 11.82 0.090
H 13.04 11.73 6.55 0.057
H 11.82 12.85 4.79 0.110
H 10.45 14.84 5.29 0.109
H 10.39 15.68 7.62 0.105
H 11.52 14.47 9.44 0.107
Se 7.51 4.83 10.89 -0.083
Sb 8.74 6.86 10.54 -0.219
Se 7.91 8.64 8.91 -0.090
Se 10.45 6.68 8.73 0.048
Se 9.37 8.51 12.32 -0.114

***

Entry 4:
20
Properties=species:S:1:pos:R:3:lowdin_charge:R:1 method="wB97M-V/def2-TZVPD" charge=-1 relative_energy_ev=5.514 largest_force_ev_per_a=8.99 homo_energy_ev=-4.01 smiles="C=c1cc[nH]/c1=C/C(=C=O)OC(=O)[O-]" homo_lumo_gap_ha=0.26569
C -2.60 0.14 -0.36 -0.053
C 0.74 -0.18 0.49 0.056
C -1.08 1.37 -1.84 0.104
C -2.59 0.05 0.98 -0.127
C -1.25 0.66 -0.72 -0.270
C -0.45 0.48 0.42 -0.196
C 1.15 -1.83 -1.05 -0.092
C 3.62 -0.20 0.84 -0.782
C 1.66 -0.74 -0.51 -0.315
N -1.36 0.48 1.52 0.034
O 3.43 0.85 1.37 0.034
O 0.29 -2.58 -1.30 0.117
O 4.33 -1.15 0.99 0.025
O 2.94 -0.29 -0.56 -0.029
H -3.49 0.10 -1.10 0.131
H 1.13 -0.41 1.37 0.078
H -1.94 1.58 -2.47 0.065
H -3.33 -0.17 1.79 0.118
H -0.90 0.12 2.35 0.132
H -0.31 1.72 -2.21 -0.030

***

Entry 5:
46
Properties=species:S:1:pos:R:3:lowdin_charge:R:1 method="wB97M-V/def2-TZVPD" charge=-4 relative_energy_ev=0.000 largest_force_ev_per_a=7.62 homo_energy_ev=-0.13 homo_lumo_gap_ha=0.28628
Li 14.01 4.49 -4.44 0.615
N 17.15 2.11 -5.96 -0.236
S 18.66 2.22 -6.38 0.444
O 19.53 3.10 -5.63 -0.323
O 18.99 2.03 -7.75 -0.317
F 19.07 0.82 -5.66 -0.232
S 16.66 3.65 -6.33 0.561
O 17.58 4.58 -6.94 -0.295
O 15.71 4.08 -5.34 -0.345
F 15.76 3.30 -7.62 -0.188
N 12.38 6.78 -6.59 -0.268
S 12.62 5.38 -7.27 0.486
O 11.73 4.95 -8.33 -0.315
O 13.05 4.30 -6.42 -0.318
F 13.98 5.74 -8.11 -0.220
S 10.70 6.73 -6.48 0.521
O 10.14 5.48 -6.03 -0.287
O 9.95 7.61 -7.33 -0.315
F 10.76 7.59 -5.16 -0.206
N 15.83 1.35 -2.55 -0.204
S 14.76 2.36 -1.89 0.497
O 14.17 3.26 -2.85 -0.364
O 14.66 2.63 -0.47 -0.281
F 13.56 1.23 -1.91 -0.244
S 17.09 2.31 -1.98 0.491
O 17.51 2.02 -0.63 -0.316
O 17.12 3.65 -2.48 -0.280
F 18.25 1.65 -2.86 -0.212
N 13.68 6.12 -3.42 -0.334
S 14.75 6.75 -2.46 0.463
O 15.27 5.81 -1.50 -0.275
O 14.50 8.11 -2.03 -0.307
F 15.88 6.81 -3.60 -0.185
S 12.39 6.18 -2.35 0.551
O 11.50 7.32 -2.34 -0.304
O 12.54 5.40 -1.14 -0.270
F 11.48 5.18 -3.23 -0.205
N 15.13 -0.34 -5.61 -0.234
S 13.62 -0.06 -5.37 0.431
O 12.87 -0.62 -4.26 -0.308
O 12.85 0.09 -6.59 -0.327
F 13.71 1.53 -4.98 -0.220
S 14.95 -2.03 -5.43 0.519
O 14.10 -2.79 -6.31 -0.317
O 15.00 -2.44 -4.05 -0.312
F 16.40 -2.35 -5.97 -0.215

***

Entry 6:
18
Properties=species:S:1:pos:R:3:lowdin_charge:R:1 method="wB97M-V/def2-TZVPD" relative_energy_ev=5.742 largest_force_ev_per_a=3.82 homo_energy_ev=-7.51 homo_lumo_gap_ha=0.28360
C 2.20 -0.33 0.24 -0.078
C 0.78 0.25 0.15 -0.536
C -0.12 -0.66 -0.59 -0.048
C -1.50 -0.72 -0.23 -0.384
N -2.07 0.31 0.36 -0.008
N 0.22 0.43 1.49 -0.079
H 2.64 -0.38 -0.78 0.077
H 2.13 -1.31 0.70 0.074
H 2.88 0.33 0.78 0.071
H 0.84 1.24 -0.30 0.119
H 0.24 -1.47 -1.19 0.120
H -0.76 -1.36 0.55 0.226
H -2.12 -1.22 -1.00 0.147
H -0.73 1.67 -1.82 0.052
H -1.26 1.26 -2.13 0.058
H -2.97 0.08 0.78 0.078
H -1.09 0.62 1.13 0.081
H 0.68 1.25 1.88 0.031